(1)
A cluster of 2 separate species, C2H4Cl2NO3P in total at a distorted geometry. Source: the OMol25 dataset; level of theory: wB97M-V/def2-TZVPD.

Geometry as ORCA input:
```
! RIJCOSX wB97M-V def2-TZVPD def2/J DEFGRID3
* xyz -2 3
C 0.87861 -1.18649 -1.23723
C 0.38080 -0.01219 -0.47682
N 0.83750 1.08636 -0.12928
O 0.48749 2.66782 1.92466
O -0.27853 3.38957 -0.42422
O -1.50970 1.41371 0.82654
P -0.17300 2.37834 0.61288
Cl 2.69348 1.91849 -0.49446
Cl -4.99902 -8.18277 2.26712
H 1.96777 -1.19519 -0.96509
H 0.12988 -1.91747 -0.89954
H 0.76154 -0.98084 -2.30890
H -1.17683 0.62066 1.30433
*
```

Computed properties:
Electronic energy ... -1620.87102 Eh
F_max ... 0.0539 hartree/bohr
E_HOMO (spin up / spin down) ... -0.058 / -0.082 Ha


(2)
A cluster of 2 separate species, H3PS in total at a distorted geometry. Source: the OMol25 dataset; level of theory: wB97M-V/def2-TZVPD.

Geometry as ORCA input:
```
! RIJCOSX wB97M-V def2-TZVPD def2/J DEFGRID3
* xyz 0 1
P -1.32016 0.51875 0.81922
S 1.26697 -0.63503 -1.71792
H -0.68625 -0.61851 1.04552
H -0.23888 1.16391 0.27326
H 2.13679 0.07612 -1.12620
*
```

Computed properties:
Electronic energy ... -741.20267 Eh
F_max ... 0.0539 hartree/bohr
E_HOMO (spin up / spin down) ... -0.374 / -0.336 Ha


(3)
A cluster of 2 separate species, C3H8N3O2 in total at a distorted geometry. Source: the OMol25 dataset; level of theory: wB97M-V/def2-TZVPD.

Geometry as ORCA input:
```
! RIJCOSX wB97M-V def2-TZVPD def2/J DEFGRID3
* xyz 1 3
C 0.27844 0.63782 1.24859
C -0.69939 0.32886 -0.99473
C -2.84757 0.86466 -1.73520
N 0.19608 0.38574 0.07022
N 0.75197 0.60137 2.35459
N 2.65241 -1.46359 0.91892
O -0.38039 -0.22942 -2.00177
O -1.84366 0.92197 -0.71687
H -2.38604 0.79304 -2.72032
H -3.43444 1.77550 -1.64668
H -3.47982 -0.00800 -1.56407
H 3.21820 -1.27969 1.75741
H 0.59945 1.23148 3.11698
H 1.85400 -0.79843 0.88955
H 2.29484 -2.42656 0.94809
H 3.22591 -1.33475 0.07528
*
```

Computed properties:
Electronic energy ... -433.41921 Eh
F_max ... 0.1534 hartree/bohr
E_HOMO (spin up / spin down) ... -0.350 / -0.538 Ha


(4)
The molecule C6H10. Source: the OMol25 dataset; level of theory: wB97M-V/def2-TZVPD.

Geometry as ORCA input:
```
! RIJCOSX wB97M-V def2-TZVPD def2/J DEFGRID3
* xyz 0 1
C 1.68632 -0.41781 1.07264
C 1.87068 -0.16397 -0.42307
C 0.60716 -0.23114 -1.30213
C -0.60684 0.30189 -0.67861
C -1.66806 0.47645 -0.13511
C -3.00457 0.48493 0.45369
H 0.99812 0.31033 1.51416
H 2.65390 -0.31257 1.57646
H 1.30061 -1.41911 1.29535
H 2.59585 -0.87890 -0.82974
H 2.31121 0.83124 -0.54433
H 0.81736 0.26529 -2.25800
H 0.35336 -1.26943 -1.55264
H -3.44794 1.48262 0.49519
H -3.65306 -0.15528 -0.15386
H -2.98258 0.07029 1.46664
*
```

Computed properties:
Structure (SMILES) ... CC#CCCC
Electronic energy ... -234.55198 Eh
F_max ... 0.0111 hartree/bohr
E_HOMO ... -0.342 Ha


(5)
A structure of composition C18H21BrN2O4 at a distorted geometry. Source: the OMol25 dataset; level of theory: wB97M-V/def2-TZVPD.

Geometry as ORCA input:
```
! RIJCOSX wB97M-V def2-TZVPD def2/J DEFGRID3
* xyz 0 1
C 0.77172 -1.29001 -2.29526
H 1.56471 -1.18261 -3.21781
O 0.77892 0.07150 -1.80999
C -0.22887 0.11745 -0.79603
C -0.99898 -1.04316 -0.34182
C -1.94891 -0.69188 0.91731
C -2.11414 0.56671 1.49388
C -1.32192 1.74360 0.62530
C -0.48637 1.49340 -0.39388
O 0.30554 2.40356 -0.97971
C 0.92390 3.58407 -0.17824
C 2.19325 2.91689 0.26088
O 2.87752 3.15745 1.19090
N 2.74434 1.82427 -0.29144
C 3.84949 0.94268 -0.25086
C 4.68231 1.15572 1.04731
C 5.89685 0.21422 1.12702
C 6.04185 -0.71600 0.26762
C 5.30798 -0.79514 -0.92353
C 4.06813 -0.04345 -0.89325
H 3.36377 -0.26933 -1.91511
H 5.26864 -1.61795 -1.39199
Br 7.60004 -1.66839 0.45726
H 6.48955 0.60330 2.05749
H 4.57386 2.17042 1.36455
H 2.20117 1.45833 -1.09959
H 1.23869 4.02445 -0.87603
H 0.43859 3.95117 0.60523
H -1.50710 2.69545 1.22026
H -2.66155 0.87214 2.21546
C -2.73124 -1.61197 1.37029
N -3.94543 -2.03498 0.47759
H -3.58607 -2.20078 -0.32086
C -4.91284 -1.06130 0.52704
C -6.16211 -1.51383 -0.18145
O -6.63618 -2.36414 0.49552
H -5.90823 -3.11600 0.55912
H -5.85927 -1.67972 -0.95733
H -6.92449 -0.63667 -0.19153
H -5.27901 -0.55533 1.67332
H -4.43533 -0.09999 0.21578
H -2.29633 -2.57265 1.71944
H -3.19112 -1.51189 2.45365
H -0.97046 -2.02423 -0.50873
H 1.01390 -1.97057 -1.75151
H -0.08877 -1.69481 -2.77628
*
```

Computed properties:
Electronic energy ... -3682.29684 Eh
F_max ... 0.3668 hartree/bohr
E_HOMO ... -0.310 Ha


(6)
A structure of composition C27H22N3O2Os. Source: the OMol25 dataset; level of theory: wB97M-V/def2-TZVPD.

Geometry as ORCA input:
```
! RIJCOSX wB97M-V def2-TZVPD def2/J DEFGRID3
* xyz 3 5
Os 0.15295 0.70375 -0.31231
C 3.76751 3.00808 -0.82993
C 3.34208 4.29434 -0.51288
C 2.01478 4.52168 -0.20724
C 1.09544 3.45277 -0.21870
C 1.52691 2.13220 -0.57328
C 2.86609 1.93147 -0.85761
C -0.28306 3.60234 0.11928
C -0.91291 4.85021 0.35140
C -2.25391 4.90922 0.54848
C -3.02337 3.71429 0.55141
C -4.40447 3.71356 0.71995
C -5.10489 2.51888 0.72714
C -4.42697 1.27744 0.58162
C -3.07979 1.24309 0.41802
C -2.33084 2.46213 0.37576
N -1.00422 2.42946 0.16886
H 4.80998 2.83019 -1.06244
H 4.05068 5.11092 -0.49958
H 1.69958 5.52301 0.05081
H 3.24400 0.94825 -1.10766
H -0.32188 5.75271 0.33328
H -2.75607 5.85731 0.69415
H -4.92676 4.65309 0.84410
H -6.17951 2.52041 0.85387
H -5.00183 0.36194 0.60934
H -2.56184 0.29605 0.32024
O 0.07629 -5.47001 2.77898
C -0.33315 -4.35964 3.52373
C -0.28512 -3.15058 2.64313
C -0.75119 -1.91235 3.09201
C -0.67825 -0.82547 2.25754
N -0.17493 -0.90916 1.00863
C 0.29066 -2.10580 0.56382
C 0.24455 -3.23231 1.35526
C 0.86178 -2.07718 -0.79998
C 1.22829 -3.20874 -1.49126
C 1.74214 -3.09706 -2.78566
C 2.13742 -4.31845 -3.55442
O 1.97398 -5.43536 -2.72825
C 1.87303 -1.82274 -3.33831
C 1.50074 -0.72640 -2.60054
N 1.00220 -0.83500 -1.35131
H 0.05627 -6.26590 3.32340
H 0.32405 -4.17040 4.38426
H -1.35527 -4.46685 3.90945
H -1.16497 -1.79578 4.08481
H -1.02377 0.15176 2.57023
H 0.61875 -4.18409 1.00871
H 1.11890 -4.19309 -1.06122
H 3.17655 -4.19106 -3.88605
H 1.50995 -4.36973 -4.45481
H 2.16804 -6.24498 -3.21502
H 2.26638 -1.68216 -4.33625
H 1.59899 0.27975 -2.98701
*
```

Computed properties:
Electronic energy ... -1446.47750 Eh
F_max ... 0.0094 hartree/bohr
E_HOMO (spin up / spin down) ... -0.642 / -0.647 Ha